1.
{"formula": "C4H7N2", "method": "ωB97M-V with the def2-TZVPD basis set", "elements": ["C", "C", "C", "C", "N", "N", "H", "H", "H", "H", "H", "H", "H"], "positions_angstrom": [[-0.540, 0.300, -1.827], [-0.363, -0.857, 0.455], [0.424, 1.700, 0.432], [-0.291, 0.077, -0.571], [0.447, 2.324, 1.497], [0.357, -1.946, 0.699], [-1.110, -0.408, -2.535], [-0.217, 1.125, -2.326], [-1.181, -0.607, 1.167], [0.718, 2.000, -0.542], [0.356, 2.049, 2.448], [0.955, -2.175, -0.096], [0.067, -2.614, 1.375]], "lowdin_charge": [0.0847, -0.1115, 0.0212, -0.1727, 0.1984, 0.1982, 0.1343, 0.0410, 0.1639, 0.0770, 0.0866, 0.1495, 0.1293], "e_above_lowest_kj_mol": 475.0, "energy_ha": -265.7275, "homo_ev": [-13.65, -13.65], "homo_lumo_gap_ev": [8.72, 8.72], "charge": 1, "e_lumo_ev": [-4.94, -4.94]}

***

2.
{"formula": "CH4FNO4S2", "method": "ωB97M-V with the def2-TZVPD basis set", "elements": ["C", "N", "O", "O", "O", "O", "F", "S", "S", "H", "H", "H", "H"], "positions_angstrom": [[-1.524, -0.659, -1.295], [2.721, 0.394, 0.927], [-2.769, 0.523, 0.527], [-1.349, 1.963, -0.789], [1.697, -1.486, 1.966], [-0.323, 0.374, 0.778], [-0.241, -0.757, -1.681], [-1.546, 0.731, -0.098], [1.548, -0.079, 1.900], [-2.090, -0.386, -2.172], [-1.820, -1.598, -0.944], [2.794, -0.380, 0.244], [2.904, 1.360, 0.638]], "lowdin_charge": [-0.2440, -0.1457, -0.2807, -0.2969, -0.3630, -0.5323, -0.0687, 0.4582, 1.0666, 0.1062, 0.0906, 0.1004, 0.1091], "e_above_lowest_kj_mol": 15.3, "energy_ha": -1292.3591, "homo_ev": -9.88, "homo_lumo_gap_ev": 7.74, "e_lumo_ev": -2.14}

***

3.
{"formula": "C5H10ClN4", "method": "ωB97M-V with the def2-TZVPD basis set", "elements": ["C", "C", "N", "N", "C", "N", "C", "Cl", "C", "N", "H", "H", "H", "H", "H", "H", "H", "H", "H", "H"], "positions_angstrom": [[1.477, 0.605, 0.043], [0.072, -0.070, 0.495], [-0.025, -0.318, 1.849], [-0.035, -1.433, -0.215], [-1.119, -2.005, -0.568], [-2.348, -1.414, -0.331], [-2.384, -0.211, 0.027], [-3.915, 0.491, 0.242], [-1.158, 0.718, 0.069], [-1.128, 1.140, -1.392], [2.269, -0.127, -0.181], [1.967, 1.130, 0.909], [1.218, 1.262, -0.818], [0.572, 0.060, 2.592], [-0.725, -1.004, 2.099], [0.883, -1.834, -0.381], [-1.168, -2.989, -1.068], [-1.325, 1.574, 0.746], [-1.434, 0.279, -1.905], [-1.815, 1.936, -1.590]], "lowdin_charge": [0.0350, -0.4911, 0.1084, 0.1829, -0.0481, 0.0792, -0.7160, 0.8352, -0.2901, 0.0710, 0.0808, 0.1012, 0.0827, 0.1307, 0.1103, 0.1690, 0.1710, 0.1604, 0.0969, 0.1305], "e_above_lowest_kj_mol": 172.3, "energy_ha": -875.4562, "homo_ev": -13.68, "homo_lumo_gap_ev": 8.47, "charge": 1, "e_lumo_ev": -5.21}

***

4.
{"formula": "CHO3PS", "method": "ωB97M-V with the def2-TZVPD basis set", "elements": ["C", "O", "O", "O", "P", "S", "H"], "positions_angstrom": [[-0.595, -1.252, -0.639], [1.003, 2.753, 0.646], [1.879, 1.915, 2.928], [-0.645, 1.809, 2.352], [0.732, 2.129, 1.945], [-1.271, -1.423, -2.230], [0.544, -1.009, -0.936]], "lowdin_charge": [-0.7958, -0.3912, -0.4557, -0.3928, 0.2217, -0.0783, -0.1078], "e_above_lowest_kj_mol": 0.0, "energy_ha": -1003.9346, "homo_ev": [1.65, -0.97], "multiplicity": 3, "homo_lumo_gap_ev": [4.44, 7.00], "charge": -2, "e_lumo_ev": [6.09, 6.03]}